# 1
50
Properties=species:S:1:pos:R:3:forces:R:3:mulliken_charge:R:1 method="wB97M-V/def2-TZVPD" e_lumo_ev=0.53 gap_ev=9.5 e_tot_ev=-39952.9779 smiles="O=C(NC1CCCCCC1)[C@@H]1CCCN(S(=O)(=O)c2cnc[nH]2)C1" homo_ev=-9.019
O -0.128 -0.823 1.569 0.14 0.19 0.44 -0.904
C -0.407 -1.511 0.596 -0.21 -0.63 -0.40 -0.011
N -1.585 -1.419 -0.033 -0.21 -0.01 -0.10 -0.022
H -1.743 -1.964 -0.866 0.12 -0.08 0.06 0.399
C -2.600 -0.427 0.285 -0.21 -0.05 -0.07 -0.048
C -2.754 0.548 -0.886 0.25 0.25 0.27 -0.354
C -3.477 1.832 -0.479 -0.19 -0.08 -0.21 -0.872
C -5.002 1.779 -0.613 0.04 -0.04 0.03 -0.794
C -5.652 0.446 -0.231 -0.04 0.22 0.15 -0.614
C -5.056 -0.230 1.005 -0.10 -0.25 -0.26 -0.836
H -5.832 -0.837 1.478 0.03 0.06 0.07 0.396
C -3.888 -1.157 0.672 0.14 0.30 0.31 -0.922
H -3.670 -1.784 1.540 0.04 -0.06 -0.06 0.371
H -4.183 -1.818 -0.147 -0.01 -0.07 -0.04 0.315
H -4.743 0.521 1.731 -0.01 0.05 0.16 0.375
H -6.714 0.634 -0.059 -0.02 -0.06 -0.08 0.371
H -5.589 -0.248 -1.071 -0.06 -0.06 -0.04 0.306
H -5.422 2.573 0.009 -0.07 0.04 -0.05 0.340
H -5.279 2.001 -1.646 -0.02 0.09 0.00 0.308
H -3.206 2.071 0.551 0.06 0.06 0.04 0.384
H -3.115 2.654 -1.098 0.05 0.04 0.09 0.397
H -1.748 0.798 -1.231 -0.18 -0.07 0.00 0.235
H -3.278 0.064 -1.711 -0.02 -0.11 -0.15 0.418
H -2.219 0.118 1.155 -0.06 -0.05 -0.14 0.339
C 0.527 -2.566 0.017 0.30 0.01 -0.05 0.750
C 1.152 -2.048 -1.294 -0.64 -0.21 -0.15 -1.502
N 2.165 -1.056 -1.077 -0.30 1.01 0.07 0.101
S 1.818 0.555 -1.297 0.31 0.00 -0.21 1.230
O 2.708 1.070 -2.291 0.24 0.11 0.29 -0.647
O 0.403 0.641 -1.546 0.08 -0.13 0.23 -0.735
C 2.212 1.410 0.197 -0.04 -0.28 -0.67 -0.100
C 3.208 2.320 0.452 -0.07 -0.28 -0.29 -0.211
N 3.076 2.799 1.709 0.34 0.39 0.24 -0.682
C 2.022 2.205 2.208 -0.17 -0.17 -0.13 -0.323
N 1.451 1.358 1.330 -0.15 0.07 0.20 0.159
H 0.669 0.721 1.483 0.00 -0.04 0.07 0.239
H 1.646 2.368 3.198 -0.17 -0.05 0.21 0.427
H 3.992 2.641 -0.202 0.14 0.04 -0.22 0.491
C 3.240 -1.443 -0.202 0.49 0.01 0.45 -1.116
C 2.708 -1.901 1.158 0.06 -0.07 -0.18 -0.041
C 1.644 -2.985 0.983 -0.16 0.24 0.12 -1.543
H 2.114 -3.889 0.587 -0.03 -0.07 0.00 0.465
H 1.209 -3.225 1.955 0.04 -0.09 -0.03 0.428
H 2.271 -1.057 1.690 0.10 -0.01 0.00 0.061
H 3.531 -2.290 1.758 0.03 0.02 0.02 0.428
H 3.800 -2.257 -0.678 0.02 0.11 -0.02 0.511
H 3.902 -0.581 -0.100 0.16 -0.19 0.06 0.397
H 1.609 -2.892 -1.826 -0.04 0.09 0.02 0.534
H 0.400 -1.589 -1.936 -0.03 -0.29 -0.04 0.599
H -0.080 -3.447 -0.223 0.01 0.09 -0.02 0.505

---

# 2
85
Properties=species:S:1:pos:R:3:forces:R:3:mulliken_spin:R:1 method="wB97M-V/def2-TZVPD" e_lumo_ev="-0.83 / -0.82" gap_ev="6.1 / 6.6" multiplicity=3 e_tot_ev=-296156.0849 s_squared=2.045 homo_ev="-6.941 / -7.405"
V 0.069 -0.165 -2.949 0.15 0.42 0.82 1.471
O -1.000 1.168 -3.657 0.08 -0.24 -0.03 -0.019
As -1.924 -1.407 -1.853 0.40 0.05 0.25 0.353
O -3.356 -0.832 -2.442 -0.28 0.11 -0.11 0.303
O 0.991 0.475 -1.762 -0.63 -0.59 -0.59 -0.133
C -1.817 -3.265 -2.546 -0.08 -0.03 0.04 0.021
C -2.788 -4.151 -2.093 0.00 -0.05 -0.03 -0.015
C -2.784 -5.482 -2.493 0.03 0.01 -0.02 0.000
C -1.804 -5.952 -3.356 -0.05 0.01 0.04 0.008
C -0.831 -5.084 -3.829 0.04 0.01 -0.03 0.001
C -0.849 -3.762 -3.415 0.00 0.14 -0.04 -0.034
S 0.358 -2.649 -4.069 -0.01 0.19 -0.05 0.031
O 1.149 -3.320 -5.051 -0.01 -0.09 0.02 -0.005
O 1.105 -2.086 -2.909 0.00 0.05 0.09 0.000
O -0.409 -1.460 -4.555 0.08 -0.12 -0.25 -0.019
H -1.934 0.934 -3.740 -0.01 -0.03 0.01 0.009
H -3.568 -3.795 -1.429 0.01 0.01 -0.01 -0.003
H -3.553 -6.152 -2.130 0.00 -0.01 -0.01 0.000
H -1.800 -6.987 -3.670 -0.01 -0.01 0.00 0.001
H -0.069 -5.414 -4.522 0.00 0.00 0.00 0.000
C 0.982 3.291 -4.559 0.05 0.00 -0.09 0.008
N 0.746 3.456 -3.132 0.05 -0.01 -0.10 -0.001
C -0.445 3.845 -2.575 0.02 -0.08 -0.04 0.002
C -0.305 3.748 -1.236 0.00 -0.08 0.05 -0.002
N 0.964 3.283 -0.991 0.09 0.06 0.09 0.000
C 1.468 2.879 0.321 0.02 0.02 -0.05 0.001
C 1.593 3.102 -2.156 -0.02 0.06 -0.01 -0.001
Se 3.396 2.580 -2.340 -0.05 -0.05 0.02 0.002
H 0.434 4.063 -5.093 0.01 0.01 0.02 0.000
H 0.624 2.309 -4.866 -0.03 0.09 0.03 -0.003
H 2.047 3.387 -4.760 0.00 0.04 0.03 -0.001
H -1.294 4.108 -3.177 0.00 0.01 -0.02 0.000
H -1.000 3.939 -0.441 -0.03 -0.01 0.04 0.000
H 0.750 3.204 1.070 -0.01 -0.02 -0.02 0.000
H 2.431 3.343 0.515 0.00 0.01 -0.02 0.000
H 1.553 1.793 0.347 -0.01 0.01 -0.01 0.000
C 0.667 2.214 3.963 0.02 0.00 0.01 0.000
C 2.120 1.758 4.066 -0.01 0.01 0.01 0.000
C 2.335 0.485 4.888 -0.03 0.00 0.00 0.000
C 1.954 -0.824 4.204 -0.02 0.01 0.00 0.003
N 0.521 -1.023 4.038 0.05 0.09 0.01 0.002
C -0.148 -1.008 2.849 0.01 -0.11 0.03 0.001
Se 0.576 -0.729 1.191 -0.10 0.08 0.01 0.005
N -1.455 -1.277 3.130 -0.06 0.03 -0.05 0.000
C -2.535 -1.393 2.156 -0.02 0.05 -0.01 -0.049
C -3.621 -0.333 2.342 0.03 -0.04 0.01 -0.007
C -3.183 1.108 2.094 0.01 -0.01 0.02 -0.002
C -2.926 1.439 0.626 -0.01 -0.01 0.00 0.004
C -1.608 -1.504 4.491 0.00 0.08 -0.02 0.001
C -2.708 -1.865 5.251 -0.03 -0.02 0.02 0.000
C -2.510 -2.038 6.614 0.02 0.00 -0.01 0.000
C -1.254 -1.862 7.193 0.00 0.01 -0.02 0.000
C -0.150 -1.509 6.428 0.00 0.00 0.02 0.000
C -0.353 -1.331 5.070 0.03 -0.05 -0.03 -0.001
H 0.607 3.223 3.549 0.00 0.01 0.01 0.000
H 0.192 2.236 4.947 -0.01 -0.01 -0.01 0.000
H 0.086 1.561 3.314 -0.04 -0.03 -0.02 0.000
H 2.705 2.555 4.533 0.00 0.01 0.00 0.000
H 2.535 1.612 3.064 0.00 -0.02 -0.01 0.000
H 1.804 0.577 5.842 0.00 0.00 0.00 0.000
H 3.396 0.400 5.137 0.01 0.00 -0.01 0.000
H 2.334 -1.671 4.780 -0.01 -0.01 0.02 0.000
H 2.388 -0.875 3.205 -0.01 -0.01 0.00 -0.002
H -2.971 -2.389 2.270 0.01 -0.03 -0.03 0.004
H -2.079 -1.337 1.166 0.00 0.03 0.08 0.055
H -4.029 -0.418 3.353 0.00 0.04 -0.04 0.000
H -4.437 -0.583 1.658 0.02 -0.01 0.00 0.000
H -2.289 1.322 2.688 0.03 0.02 0.02 0.000
H -3.966 1.765 2.483 -0.02 -0.01 -0.01 0.000
H -1.965 1.052 0.287 0.03 -0.08 -0.04 0.003
H -2.925 2.521 0.475 0.05 0.02 0.00 0.000
H -3.703 1.025 -0.022 0.04 -0.01 0.01 -0.006
H -3.682 -2.012 4.804 0.02 -0.02 0.02 0.000
H -3.348 -2.318 7.238 -0.01 -0.01 0.00 0.000
H -1.136 -2.009 8.258 0.00 0.00 0.01 0.000
H 0.826 -1.386 6.877 0.00 0.00 0.00 0.000
Te 3.130 0.313 -3.515 0.31 0.19 -0.04 0.007
C 4.412 0.948 -5.055 0.00 -0.10 0.02 0.004
C 4.070 1.301 -6.332 -0.05 0.03 -0.03 0.000
C 5.190 1.663 -7.127 0.00 -0.01 0.02 0.000
C 6.363 1.578 -6.439 -0.04 -0.02 0.03 0.000
S 6.114 1.042 -4.837 -0.05 0.02 -0.03 0.000
H 3.049 1.292 -6.689 0.00 0.00 -0.01 0.000
H 5.126 1.967 -8.161 -0.01 0.01 -0.01 0.000
H 7.355 1.797 -6.799 0.02 0.00 0.00 0.000

---

# 3
14
Properties=species:S:1:pos:R:3:forces:R:3:mulliken_charge:R:1 method="wB97M-V/def2-TZVPD" e_lumo_ev=0.32 gap_ev=8.0 e_tot_ev=-9842.2630 homo_ev=-7.675
C -0.757 1.165 2.082 0.09 0.04 0.26 -0.760
N -1.280 0.789 0.792 0.34 -0.14 -0.52 -0.543
C -0.535 0.289 -0.092 -0.47 0.27 0.20 0.906
C -0.884 0.009 -1.477 0.04 0.14 0.06 -0.783
O 0.476 -0.637 -1.994 -0.23 -0.14 0.06 -0.306
C 1.479 -0.280 -0.981 0.12 -0.02 -0.17 -0.042
O 0.797 -0.175 0.199 -0.02 0.01 0.05 -0.408
H -1.040 2.207 2.272 0.07 -0.16 0.05 0.281
H -1.215 0.557 2.872 0.06 0.09 -0.14 0.245
H 0.334 1.075 2.167 -0.15 0.02 0.02 0.281
H -0.996 0.891 -2.108 0.04 -0.08 0.11 0.157
H 0.196 -1.559 -1.894 0.31 -0.06 -0.10 0.453
H 1.886 0.669 -1.346 -0.08 -0.11 0.06 0.240
H 2.237 -1.067 -0.942 -0.12 0.13 0.05 0.280

---

# 4
89
Properties=species:S:1:pos:R:3:forces:R:3:mulliken_charge:R:1 method="wB97M-V/def2-TZVPD" e_lumo_ev=-4.01 gap_ev=6.5 charge=+1 e_tot_ev=-137299.1505 homo_ev=-10.533
Bi -1.636 -1.083 1.262 -0.88 -0.51 -0.12 0.666
C -4.415 -3.385 -0.417 -0.06 -0.07 0.03 -1.004
O -3.781 -2.149 -0.135 0.20 0.02 0.13 -0.150
Si -4.571 -0.693 0.124 -0.31 0.00 -0.19 -0.191
C -5.652 -0.406 -1.390 0.14 0.05 0.28 -1.184
C -5.637 -0.971 1.650 0.19 0.21 -0.13 -1.158
C -3.091 0.489 0.386 -0.09 -0.06 0.16 0.971
Si -2.263 1.020 -1.261 0.36 0.17 -0.32 -0.017
C -0.758 2.165 -1.031 -0.20 -0.02 0.10 -0.260
C -1.653 -0.525 -2.189 -0.31 0.09 0.14 -0.555
C -3.403 2.017 -2.385 -0.06 -0.28 0.25 -1.067
Si -3.719 2.006 1.394 0.08 0.49 0.13 0.089
C -3.994 1.786 3.247 0.02 -0.23 -0.27 -1.168
C -5.369 2.552 0.641 0.15 -0.22 -0.01 -1.039
C -2.571 3.503 1.258 -0.12 -0.20 -0.06 -1.233
H -5.208 -3.599 0.303 0.00 -0.01 -0.02 0.308
H -3.667 -4.174 -0.353 -0.02 0.01 -0.03 0.277
H -4.840 -3.379 -1.423 0.01 0.00 0.01 0.274
H -6.458 -1.144 -1.386 -0.01 -0.04 0.04 0.411
H -5.092 -0.535 -2.317 0.04 -0.03 0.02 0.386
H -6.119 0.578 -1.409 0.00 0.02 0.03 0.405
H -6.219 -1.887 1.531 -0.01 -0.02 -0.10 0.440
H -6.349 -0.166 1.829 0.00 0.03 0.01 0.375
H -5.036 -1.088 2.555 0.06 -0.01 -0.01 0.332
H -0.591 2.450 0.004 0.06 -0.03 0.02 0.230
H -0.916 3.087 -1.595 -0.08 0.02 -0.01 0.555
H 0.167 1.726 -1.394 -0.01 -0.11 -0.06 -0.607
H -0.711 -0.920 -1.801 0.00 0.03 0.10 -0.293
H -1.493 -0.300 -3.245 0.01 0.10 -0.01 0.482
H -2.389 -1.328 -2.129 0.00 -0.04 -0.06 0.234
H -3.710 2.940 -1.889 0.02 0.05 -0.02 0.313
H -4.301 1.479 -2.684 -0.03 0.05 -0.03 0.289
H -2.862 2.296 -3.291 0.09 -0.02 0.00 0.428
H -4.554 0.889 3.505 0.01 0.01 0.03 0.347
H -4.559 2.644 3.617 0.00 0.09 -0.11 0.462
H -3.056 1.756 3.802 0.02 0.03 0.00 0.310
H -6.186 1.878 0.904 -0.04 0.01 0.01 0.286
H -5.334 2.617 -0.446 0.01 0.02 -0.01 0.265
H -5.632 3.542 1.017 0.05 0.01 0.08 0.461
H -1.586 3.330 1.694 0.02 -0.05 0.01 0.277
H -3.017 4.335 1.808 -0.11 -0.04 0.05 0.444
H -2.433 3.834 0.229 0.02 0.04 -0.01 0.317
C -0.551 -0.303 4.311 -0.01 0.14 0.16 -1.337
C -1.802 -0.677 3.564 0.18 0.16 0.13 0.574
O -2.849 -0.896 4.103 -0.06 -0.21 -0.20 -0.453
H -0.764 -0.188 5.374 -0.06 -0.06 -0.01 0.391
H -0.142 0.629 3.918 0.01 -0.01 -0.08 0.255
H 0.209 -1.075 4.170 0.00 -0.01 -0.06 0.332
C 2.109 0.276 -2.747 0.06 0.07 0.17 -1.413
C 3.178 -0.745 -2.338 -0.20 -0.02 0.29 2.713
C 4.442 -0.526 -3.189 0.20 0.10 0.33 -1.815
C 2.612 -2.139 -2.643 0.09 0.06 0.20 -2.081
Si 3.680 -0.563 -0.484 0.11 -0.13 -0.11 -2.068
Br 0.803 -0.060 1.011 1.32 0.43 -0.26 0.153
C 4.439 1.104 0.094 -0.38 -0.02 0.02 2.525
C 4.136 1.430 1.565 -0.06 -0.20 -0.03 -1.654
C 5.963 0.984 -0.101 -0.09 -0.44 -0.11 -1.699
C 3.916 2.281 -0.744 -0.01 -0.17 -0.01 -1.828
C 4.110 -2.170 0.481 -0.24 0.19 0.14 2.440
C 2.949 -3.177 0.492 -0.06 0.13 -0.10 -1.713
C 5.336 -2.802 -0.206 -0.01 0.33 -0.29 -1.680
C 4.472 -1.868 1.942 -0.01 0.12 -0.14 -2.027
H 1.832 0.096 -3.788 0.01 -0.03 -0.04 0.580
H 2.454 1.304 -2.667 -0.05 -0.01 -0.02 0.303
H 1.215 0.160 -2.137 -0.05 0.02 -0.05 -0.240
H 4.182 -0.637 -4.243 -0.06 -0.04 -0.01 0.512
H 5.225 -1.252 -2.959 0.04 -0.01 -0.05 0.385
H 4.853 0.476 -3.057 0.03 0.00 -0.05 0.350
H 2.347 -2.185 -3.701 0.01 0.03 -0.03 0.597
H 1.709 -2.334 -2.063 -0.02 -0.07 -0.03 0.326
H 3.339 -2.927 -2.449 -0.06 -0.06 -0.04 0.433
H 4.511 0.675 2.250 -0.01 0.06 0.02 0.329
H 3.063 1.538 1.724 0.02 0.07 0.08 0.360
H 4.619 2.376 1.815 0.00 0.04 -0.02 0.527
H 6.397 0.235 0.563 0.06 0.03 0.02 0.322
H 6.429 1.945 0.125 -0.04 0.04 0.02 0.510
H 6.224 0.718 -1.128 0.09 0.06 -0.01 0.361
H 2.832 2.374 -0.654 -0.02 0.05 -0.08 0.270
H 4.192 2.194 -1.795 -0.05 0.05 -0.01 0.363
H 4.358 3.202 -0.362 0.04 0.01 0.01 0.622
H 2.730 -3.573 -0.496 -0.03 -0.03 0.05 0.344
H 2.044 -2.723 0.899 -0.04 -0.08 0.00 0.339
H 3.221 -4.016 1.135 0.06 -0.02 0.01 0.531
H 5.135 -3.072 -1.244 0.03 -0.06 0.01 0.303
H 5.617 -3.712 0.327 -0.04 -0.01 0.05 0.512
H 6.195 -2.127 -0.193 0.07 -0.06 0.01 0.370
H 3.640 -1.394 2.465 0.03 0.00 0.08 0.380
H 5.356 -1.236 2.020 -0.01 0.01 0.06 0.380
H 4.698 -2.808 2.449 -0.01 -0.04 -0.01 0.605

---

# 5
21
Properties=species:S:1:pos:R:3:forces:R:3:mulliken_charge:R:1 method="wB97M-V/def2-TZVPD" e_lumo_ev=0.47 gap_ev=10.9 e_tot_ev=-25787.6637 smiles="CC(=O)C(C)(C)P1(=O)ON=NO1" homo_ev=-10.404
C 0.583 1.247 -0.201 0.63 1.12 -0.03 0.600
C 2.034 1.516 -0.316 2.06 -1.21 3.00 -1.227
C 0.881 -0.831 1.267 -2.56 -0.28 -2.05 -1.569
C 0.349 -1.015 -1.211 0.83 1.45 1.23 -1.770
C 0.108 -0.123 0.022 -0.52 -1.23 0.84 1.154
N -3.530 -1.296 -0.263 1.48 -4.55 2.93 -0.047
N -3.640 -0.300 -0.828 -1.19 3.88 -2.52 0.030
O -0.207 2.157 -0.129 -0.55 0.46 -0.54 -0.529
O -1.843 0.927 1.814 0.03 -0.17 -0.26 -0.670
O -2.175 -1.307 0.527 -1.68 -0.67 -0.72 -0.336
O -2.704 0.648 -0.686 1.05 0.44 0.10 -0.108
P -1.660 0.190 0.565 1.01 0.18 0.61 0.840
H 2.688 0.570 -0.349 -1.00 1.50 0.06 0.228
H 2.260 2.097 0.667 -0.21 -1.33 -1.15 0.297
H 2.426 2.224 -0.977 -0.16 0.91 -1.73 0.445
H 0.529 -0.377 2.156 -0.20 0.31 1.08 0.455
H 0.508 -1.885 1.196 0.87 0.77 0.39 0.390
H 1.931 -0.681 1.160 0.69 -0.32 -0.13 0.432
H -0.138 -1.928 -1.197 -1.51 -1.64 0.24 0.478
H 0.236 -0.547 -2.153 -0.28 0.63 -0.90 0.392
H 1.366 -1.285 -1.065 1.23 -0.25 -0.47 0.515